1.
Density functional theory data (the ωB97M-V functional and the def2-TZVPD basis) for C38H61BeCl2FLiMgN2NaO16P3S as an isolated structure at a distorted geometry.

Summary:
* E: -5623.55046 Ha
* E_LUMO: -6.14 eV
* maximum force: 8.203 eV/Å
* charge: +1
* gap between HOMO and LUMO: 1.562 eV
* HOMO level: -0.28296 Eh
* 2S+1: 1

Atoms and positions in Å:
C  -3.11  -2.94  -5.41
O  -1.70  -3.36  -5.30
C  -1.57  -4.08  -4.02
C  -0.75  -3.21  -2.87
C  -1.52  -1.82  -2.44
C  -0.94  -0.62  -3.44
C  -1.49  0.86  -3.00
C  -3.12  0.96  -2.80
C  -3.63  0.71  -1.26
C  -2.94  1.70  -0.14
O  -2.23  0.98  0.94
C  -0.87  1.56  1.09
C  -0.96  3.03  1.83
C  0.17  0.52  1.88
C  1.68  1.15  1.75
C  2.68  0.06  1.00
C  4.18  0.73  0.81
C  5.39  -0.43  0.78
C  5.33  -1.59  -0.38
C  6.54  -2.74  -0.36
C  7.73  -2.71  0.77
C  7.74  -1.53  1.91
C  6.58  -0.35  1.92
O  -0.34  0.40  3.26
C  0.58  -0.33  4.15
C  1.04  -1.80  3.61
C  0.73  -3.03  4.70
C  1.15  -4.43  3.88
C  2.35  -5.28  4.62
S  4.05  -4.53  4.40
O  5.06  -5.73  4.28
O  4.39  -3.70  5.68
O  4.19  -3.56  2.97
P  -0.34  -0.43  5.86
P  -0.58  1.58  6.71
O  -1.47  2.54  5.78
O  0.95  2.35  7.08
O  -1.44  1.45  8.26
H  -3.73  -3.89  -5.74
H  -3.58  -2.55  -4.39
H  -3.17  -2.08  -6.21
H  -2.64  -4.43  -3.65
H  -0.94  -5.07  -4.21
H  0.30  -2.90  -3.32
H  -0.53  -3.88  -1.93
H  -1.26  -1.53  -1.32
H  -2.70  -1.89  -2.48
H  0.23  -0.70  -3.43
H  -1.30  -0.82  -4.57
H  -0.88  1.22  -2.07
H  -1.22  1.61  -3.88
H  -3.65  0.17  -3.52
H  -3.45  2.05  -3.12
H  -3.51  -0.42  -0.98
H  -4.81  0.93  -1.26
H  -2.28  2.51  -0.68
H  -3.81  2.32  0.41
H  -0.37  1.71  0.02
H  -0.23  3.80  1.29
H  -2.05  3.52  1.79
H  -0.66  3.03  2.96
H  0.14  -0.48  1.26
H  1.59  2.07  0.99
H  2.12  1.59  2.74
H  2.28  -0.22  -0.09
H  2.77  -0.97  1.57
H  4.15  1.39  -0.17
H  4.30  1.46  1.75
H  4.49  -1.67  -1.19
H  6.51  -3.56  -1.19
H  8.55  -3.55  0.75
H  8.60  -1.57  2.73
H  6.61  0.52  2.73
H  1.58  0.27  4.39
H  0.56  -2.15  2.60
H  2.23  -1.80  3.50
H  -0.45  -3.15  4.89
H  1.30  -2.91  5.71
H  0.21  -5.11  3.72
H  1.53  -4.14  2.79
H  2.03  -5.49  5.73
H  2.38  -6.34  4.09
H  3.65  -3.97  2.23
H  -1.69  -0.87  5.56
H  1.43  2.44  6.20
H  -2.32  0.97  8.09
Li  5.15  -5.00  1.96
N  3.98  0.79  -3.29
C  5.27  0.37  -3.21
C  6.30  0.89  -3.98
C  6.00  1.89  -4.89
C  4.68  2.34  -5.00
C  3.72  1.76  -4.18
H  5.45  -0.42  -2.49
H  7.31  0.52  -3.87
H  6.78  2.32  -5.51
H  4.42  3.13  -5.70
H  2.69  2.08  -4.23
C  -2.13  7.76  5.29
C  -2.09  8.97  4.60
C  -2.07  8.99  3.21
C  -2.10  7.77  2.51
C  -2.14  6.55  3.19
C  -2.15  6.55  4.59
N  -2.11  7.78  1.04
O  -2.05  8.88  0.47
O  -2.17  6.69  0.46
H  -2.15  7.75  6.38
H  -2.07  9.91  5.16
H  -2.03  9.94  2.69
H  -2.16  5.60  2.66
H  -2.19  5.61  5.13
O  -6.31  -3.81  -5.85
P  -6.94  -3.52  -4.48
O  -6.91  -4.80  -3.62
O  -8.40  -3.07  -4.67
O  -6.15  -2.41  -3.77
Mg  -5.97  -0.22  -1.68
C  -6.24  -3.58  -9.65
Cl  -7.97  -3.49  -9.29
Cl  -5.30  -2.63  -8.49
H  -5.92  -4.62  -9.59
H  -6.06  -3.19  -10.65
Na  -5.98  2.59  0.24
F  -4.42  -1.15  -4.10
Be  -4.97  -1.31  -10.59
O  -3.65  -1.21  1.72
H  -2.78  -0.88  1.87

***

2.
Density functional theory data (the ωB97M-V functional and the def2-TZVPD basis) for C38H61CrN4O4 as an isolated structure at a distorted geometry.

Summary:
* E: -3048.96980 Ha
* E_LUMO (alpha / beta): 0.17 / 0.08 eV
* maximum force: 2.131 eV/Å
* charge: 0
* gap between HOMO and LUMO (alpha / beta): 7.169 / 7.087 eV
* <S²>: 3.793
* HOMO level (alpha / beta): -0.25711 / -0.25767 Eh
* 2S+1: 4

Atoms and positions in Å:
Cr  -0.73  -1.17  0.50
C  -2.68  -3.29  -0.59
N  -2.74  -2.04  0.17
C  -3.56  -2.30  1.39
C  -3.45  -1.03  -0.70
C  -2.48  -0.21  -1.60
N  -1.41  0.44  -0.76
C  -0.28  0.92  -1.63
C  0.45  -0.07  -2.53
C  0.83  0.47  -3.76
C  1.35  -0.31  -4.79
C  1.57  -1.64  -4.49
C  1.32  -2.21  -3.23
C  0.64  -1.43  -2.24
O  0.11  -1.98  -1.14
C  1.81  -3.65  -3.04
C  1.84  -4.24  -1.59
C  0.88  -4.66  -3.85
C  3.20  -3.81  -3.73
C  1.72  0.31  -6.15
C  2.76  1.43  -5.98
C  0.43  1.06  -6.65
C  2.17  -0.78  -7.13
C  -1.94  1.66  -0.04
C  -1.30  2.03  1.25
C  -0.98  3.38  1.43
C  -0.55  3.89  2.64
C  -0.51  3.01  3.72
C  -0.93  1.69  3.65
C  -1.12  1.14  2.35
O  -1.28  -0.17  2.19
C  -1.21  0.89  4.93
C  -2.65  0.38  4.93
C  -1.07  1.76  6.19
C  -0.19  -0.32  5.11
C  -0.34  5.38  2.88
C  -1.54  5.88  3.74
C  0.97  5.56  3.71
C  -0.28  6.20  1.59
H  -3.69  -3.68  -0.80
H  -2.13  -4.08  0.00
H  -2.16  -3.08  -1.53
H  -4.59  -2.64  1.10
H  -3.62  -1.38  1.95
H  -3.00  -3.07  1.94
H  -3.97  -0.33  -0.03
H  -4.21  -1.52  -1.34
H  -3.01  0.59  -2.13
H  -2.00  -0.84  -2.35
H  0.46  1.41  -0.93
H  -0.65  1.72  -2.26
H  0.74  1.53  -3.89
H  2.04  -2.24  -5.28
H  0.81  -4.26  -1.17
H  2.40  -3.64  -0.87
H  2.24  -5.27  -1.63
H  -0.18  -4.72  -3.51
H  1.31  -5.66  -3.73
H  0.87  -4.38  -4.92
H  3.82  -2.91  -3.58
H  3.13  -3.99  -4.86
H  3.76  -4.67  -3.28
H  2.43  2.22  -5.27
H  2.91  1.93  -6.96
H  3.74  1.05  -5.63
H  0.29  1.92  -6.00
H  -0.47  0.42  -6.61
H  0.62  1.43  -7.66
H  3.14  -1.22  -6.84
H  2.34  -0.31  -8.12
H  1.38  -1.54  -7.29
H  -3.05  1.53  0.13
H  -1.88  2.50  -0.74
H  -0.99  4.07  0.57
H  -0.08  3.39  4.65
H  -3.38  1.21  4.79
H  -2.87  -0.11  5.92
H  -2.79  -0.37  4.14
H  -1.68  2.68  6.08
H  -0.05  2.14  6.38
H  -1.42  1.25  7.09
H  -0.38  -1.13  4.40
H  -0.29  -0.72  6.14
H  0.87  -0.01  5.02
H  -1.64  5.34  4.71
H  -2.53  5.82  3.20
H  -1.45  6.97  4.00
H  0.90  5.27  4.78
H  1.24  6.67  3.73
H  1.87  5.04  3.32
H  -1.25  6.08  1.04
H  0.54  5.91  0.91
H  -0.21  7.26  1.85
C  1.94  -3.55  3.16
C  1.30  -2.51  2.32
N  0.09  -2.65  1.84
O  -0.84  -3.62  2.40
C  1.91  -1.24  1.89
C  3.24  -0.67  2.24
N  1.22  -0.54  1.01
O  1.55  0.59  0.62
H  1.14  -4.12  3.63
H  2.61  -3.14  3.92
H  2.58  -4.28  2.60
H  -0.56  -4.50  2.12
H  3.91  -0.77  1.37
H  3.73  -1.12  3.13
H  3.07  0.39  2.39